{
  "formula": "C27H39ClF11NO9P",
  "method": "the ωB97M-V functional and the def2-TZVPD basis",
  "elements": ["C", "C", "O", "O", "C", "C", "C", "C", "C", "C", "C", "O", "O", "C", "C", "F", "F", "F", "N", "C", "C", "C", "C", "Cl", "P", "O", "C", "C", "C", "O", "C", "C", "F", "F", "C", "F", "F", "C", "F", "F", "C", "F", "F", "H", "H", "H", "H", "H", "H", "H", "H", "H", "H", "H", "H", "H", "H", "H", "H", "H", "H", "H", "H", "H", "H", "H", "H", "H", "H", "H", "H", "H", "H", "H", "H", "H", "C", "C", "C", "O", "C", "O", "O", "H", "H", "H", "H", "H", "H"],
  "positions_angstrom": [[-1.000, 3.636, -5.548], [0.449, 3.923, -5.847], [0.896, 3.837, -6.930], [1.222, 4.382, -4.837], [1.131, 3.752, -3.556], [1.679, 2.329, -3.605], [1.288, 1.480, -2.385], [-0.214, 1.193, -2.321], [-0.707, 0.234, -1.227], [-0.224, -1.237, -1.343], [-0.164, -1.636, -2.872], [-1.339, -1.357, -3.585], [-1.962, -2.637, -3.837], [-1.147, -2.239, -0.734], [-2.686, -2.267, -0.644], [-3.286, -1.450, -1.461], [-3.101, -3.492, -0.884], [-3.013, -1.945, 0.585], [-0.551, -3.252, -0.217], [0.912, -3.147, -0.146], [1.608, -4.252, -0.957], [3.140, -4.239, -0.752], [3.778, -5.624, -0.537], [3.882, -3.383, -2.148], [1.190, -3.515, 1.689], [-0.110, -3.687, 2.374], [1.179, -1.722, -0.766], [2.138, -0.801, 0.015], [1.641, 0.171, 1.090], [0.543, -0.343, 1.845], [0.553, 0.215, 3.153], [-0.773, -0.011, 3.902], [-1.607, -0.809, 3.220], [-1.421, 1.171, 4.073], [-0.613, -0.610, 5.326], [0.027, -1.797, 5.208], [-1.829, -0.817, 5.813], [0.209, 0.292, 6.318], [-0.533, 0.567, 7.391], [0.514, 1.456, 5.694], [1.535, -0.354, 6.780], [1.249, -1.319, 7.669], [2.281, 0.599, 7.379], [-1.315, 3.873, -4.533], [-1.183, 2.573, -5.748], [-1.592, 4.206, -6.266], [0.111, 3.796, -3.162], [1.749, 4.367, -2.894], [1.333, 1.809, -4.509], [2.771, 2.374, -3.678], [1.628, 1.974, -1.465], [1.829, 0.529, -2.499], [-0.553, 0.867, -3.311], [-0.743, 2.136, -2.117], [-1.796, 0.228, -1.319], [-0.506, 0.660, -0.244], [0.653, -1.069, -3.327], [0.052, -2.706, -2.967], [-2.889, -2.355, -3.911], [-1.067, -4.030, 0.189], [1.203, -5.238, -0.698], [1.391, -4.108, -2.022], [3.404, -3.594, 0.092], [4.297, -5.658, 0.426], [3.028, -6.421, -0.537], [4.520, -5.840, -1.310], [1.932, -4.703, 1.608], [2.084, -2.569, 2.204], [1.758, -1.958, -1.666], [2.887, -1.461, 0.471], [2.700, -0.204, -0.710], [1.339, 1.118, 0.624], [2.478, 0.419, 1.760], [1.391, -0.202, 3.729], [0.678, 1.304, 3.087], [2.113, -0.778, 5.954], [-4.264, 4.621, 2.344], [-3.799, 3.779, 1.185], [-2.690, 2.792, 1.500], [-1.987, 2.710, 0.248], [-2.176, 3.891, -0.400], [-1.543, 4.225, -1.353], [-3.158, 4.592, 0.175], [-5.092, 5.265, 2.053], [-4.598, 3.976, 3.157], [-3.451, 5.252, 2.702], [-4.639, 3.273, 0.703], [-3.039, 1.807, 1.790], [-2.009, 3.184, 2.256]],
  "atomic_forces_ev_per_a": [[-0.2, -0.3, 0.0], [-1.0, 0.2, 1.5], [0.8, -0.1, -2.0], [0.5, -0.1, 0.5], [-0.1, 0.2, 0.1], [0.0, -0.1, 0.1], [0.0, -0.2, -0.3], [-0.1, 0.5, 0.2], [0.0, 0.0, -0.1], [0.1, -0.1, 0.1], [0.0, -0.2, 0.0], [0.1, -0.1, -0.1], [-0.2, 0.2, 0.3], [0.1, -0.2, 0.1], [0.8, 0.0, 0.1], [-0.4, 0.7, -0.9], [-0.3, -1.0, -0.2], [-0.1, 0.3, 1.0], [-0.4, 0.5, -0.6], [0.2, 0.3, 0.2], [-0.2, -0.3, -0.1], [-0.1, -0.1, 0.1], [0.1, 0.0, 0.0], [0.2, 0.0, -0.1], [-0.4, -0.1, 0.1], [0.1, 0.1, -0.1], [0.1, -0.1, -0.4], [0.0, 0.0, 0.3], [-0.1, 0.3, -0.2], [0.1, -0.3, 0.3], [-0.1, 0.2, -0.3], [0.1, 0.0, 0.2], [0.1, -0.2, -0.2], [-0.2, 0.2, -0.2], [0.4, 0.3, -0.1], [0.0, -0.3, -0.1], [-0.3, -0.2, 0.2], [0.0, -0.2, 0.0], [0.0, 0.1, 0.0], [0.2, 0.1, 0.0], [0.1, 0.1, -0.1], [0.0, -0.1, 0.0], [-0.1, -0.1, 0.0], [0.0, 0.0, -0.1], [0.0, 0.2, 0.0], [0.1, -0.1, 0.1], [0.1, 0.0, -0.1], [-0.1, -0.1, -0.1], [0.0, 0.2, 0.1], [-0.1, 0.0, -0.1], [0.0, -0.1, 0.0], [0.1, 0.2, 0.2], [0.0, 0.0, 0.1], [0.2, -0.3, -0.1], [0.2, 0.0, 0.1], [0.1, -0.3, 0.0], [-0.1, 0.0, 0.1], [0.1, 0.2, -0.1], [0.1, -0.1, -0.1], [0.1, 0.0, 0.2], [0.1, 0.2, 0.1], [0.0, -0.1, 0.2], [-0.1, -0.1, 0.0], [-0.1, 0.0, -0.2], [0.1, 0.1, -0.1], [-0.2, 0.0, 0.1], [0.2, 0.1, 0.0], [0.1, 0.0, 0.0], [0.0, 0.1, 0.2], [-0.1, 0.1, -0.1], [-0.1, -0.1, 0.1], [0.0, -0.1, 0.1], [-0.1, -0.2, -0.1], [-0.1, 0.1, -0.1], [0.1, -0.2, 0.1], [-0.1, 0.0, 0.1], [0.1, 0.1, -0.1], [0.0, -0.1, 0.1], [0.0, 0.1, 0.0], [0.1, 0.0, 0.1], [0.0, -0.1, -0.1], [-0.1, 0.0, 0.0], [0.0, 0.1, 0.0], [0.0, 0.0, 0.0], [0.0, 0.0, 0.0], [0.0, 0.0, 0.0], [0.0, 0.0, 0.0], [0.0, -0.1, 0.0], [0.0, 0.0, 0.1]],
  "mulliken_charge": [-0.5914, 0.5400, -0.5272, -0.4042, -0.1427, -1.1712, 0.4229, 0.2429, -1.6685, 4.2455, -2.5045, -0.2135, -0.4293, -1.5185, 0.5781, -0.2040, -0.2775, -0.1407, 0.2326, 0.4067, -1.4276, 0.7070, -1.2041, -0.1584, 0.6681, -0.6542, -1.1510, -1.5969, -1.0407, 0.1301, -1.3808, 1.4997, -0.2664, -0.3552, 0.2981, -0.2700, -0.3184, 0.7326, -0.2903, -0.3006, 0.2626, -0.2587, -0.2763, 0.1909, 0.1849, 0.3460, 0.0408, 0.3274, 0.3929, 0.4000, 0.0850, -0.1184, 0.2776, -0.2534, 0.6352, -0.0315, 0.4284, 1.2075, 0.3446, 0.5041, 0.6275, 0.2580, 0.1462, 0.3276, 0.3200, 0.3932, 0.0297, 0.0392, 1.1711, 0.7441, 0.4242, -0.0525, 0.8116, 0.0666, 0.4205, 0.2181, -1.4929, 0.4635, -0.4733, -0.0630, 0.3572, -0.5283, -0.3789, 0.3736, 0.3764, 0.3714, 0.2820, 0.3706, 0.2105],
  "homo_lumo_gap_ev": 7.44,
  "charge": 1,
  "molar_mass_g_mol": 797.012,
  "spin_multiplicity": 1,
  "homo_ev": -11.8,
  "lumo_ev": -4.35
}

***

{
  "formula": "C27H39FN8O7PtSi",
  "method": "the ωB97M-V functional and the def2-TZVPD basis",
  "elements": ["Pt", "C", "C", "N", "C", "C", "C", "O", "O", "C", "O", "C", "C", "C", "F", "C", "C", "C", "N", "C", "C", "N", "C", "C", "H", "H", "H", "H", "H", "H", "H", "H", "H", "H", "H", "H", "H", "H", "H", "H", "H", "H", "C", "C", "C", "C", "C", "C", "N", "N", "Si", "C", "C", "C", "H", "H", "H", "H", "H", "H", "H", "H", "H", "H", "H", "H", "H", "H", "H", "O", "N", "O", "O", "C", "N", "C", "N", "O", "H", "H", "H", "H", "H", "H"],
  "positions_angstrom": [[0.405, -0.987, -2.591], [-4.890, 2.488, 2.394], [-3.702, 3.222, 1.791], [-2.670, 2.295, 1.305], [-2.731, 1.891, 0.024], [-1.911, 0.966, -0.554], [-2.188, 0.681, -2.013], [-3.047, 1.332, -2.569], [-1.525, -0.253, -2.645], [-0.900, 0.343, 0.242], [-0.173, -0.577, -0.152], [-0.779, 0.851, 1.615], [0.248, 0.382, 2.433], [0.353, 0.799, 3.727], [1.400, 0.354, 4.456], [-0.575, 1.682, 4.306], [-1.592, 2.150, 3.487], [-1.687, 1.778, 2.139], [-0.535, 2.071, 5.662], [0.371, 1.426, 6.612], [0.044, 1.926, 8.024], [-1.415, 2.267, 8.078], [-1.702, 3.490, 7.243], [-0.783, 3.460, 6.019], [-5.637, 3.203, 2.736], [-4.587, 1.869, 3.240], [-5.355, 1.842, 1.650], [-3.249, 3.905, 2.507], [-4.014, 3.822, 0.939], [-3.495, 2.347, -0.594], [0.988, -0.292, 2.020], [-2.339, 2.804, 3.909], [1.427, 1.630, 6.419], [0.224, 0.348, 6.560], [0.589, 2.830, 8.286], [0.266, 1.164, 8.767], [-1.728, 2.408, 9.038], [-1.940, 1.478, 7.695], [-1.523, 4.371, 7.857], [-2.754, 3.456, 6.969], [0.160, 3.977, 6.232], [-1.257, 3.999, 5.205], [-0.838, -3.349, -0.066], [0.480, -3.569, -0.727], [1.270, -4.667, -0.475], [2.480, -4.848, -1.163], [2.908, -3.949, -2.109], [2.089, -2.835, -2.333], [0.943, -2.689, -1.637], [2.179, -1.786, -3.174], [3.584, -1.129, -4.072], [2.986, -0.099, -5.500], [4.534, -0.131, -2.815], [4.631, -2.529, -4.716], [-1.086, -4.204, 0.557], [-1.618, -3.206, -0.816], [-0.805, -2.446, 0.539], [0.932, -5.393, 0.250], [3.080, -5.725, -0.956], [3.817, -4.090, -2.669], [2.067, 0.449, -5.291], [2.819, -0.720, -6.382], [3.754, 0.636, -5.754], [3.871, 0.550, -2.280], [5.325, 0.458, -3.285], [4.997, -0.798, -2.085], [4.038, -3.303, -5.208], [5.240, -2.996, -3.942], [5.312, -2.113, -5.462], [1.375, 0.741, -1.771], [1.118, 1.469, -2.784], [1.395, 2.612, -2.868], [0.518, 0.814, -3.707], [-0.763, -0.950, -7.042], [-0.546, -1.093, -5.609], [-0.693, -2.229, -4.952], [-1.081, -3.330, -5.606], [-0.465, -2.384, -3.695], [-0.499, 0.064, -7.324], [-1.809, -1.116, -7.309], [-0.126, -1.641, -7.594], [-0.432, -0.254, -5.062], [-1.505, -3.265, -6.515], [-1.267, -4.154, -5.059]],
  "atomic_forces_ev_per_a": [[0.8, 0.4, -2.0], [0.0, 0.0, 0.0], [0.0, -0.1, 0.0], [0.0, 0.0, 0.0], [0.1, 0.0, -0.1], [0.0, 0.0, -0.2], [-0.1, 0.2, 0.1], [0.0, -0.1, -0.1], [-0.1, -0.3, 0.7], [0.0, -0.1, -0.1], [0.1, 0.3, 0.7], [-0.1, 0.0, 0.1], [0.0, 0.0, 0.0], [0.0, 0.0, 0.0], [0.0, 0.0, 0.0], [0.0, -0.1, 0.0], [-0.1, 0.1, 0.0], [0.0, 0.0, 0.0], [-0.1, 0.0, 0.1], [0.0, 0.0, 0.0], [0.1, -0.1, 0.0], [0.0, 0.0, 0.0], [0.0, 0.1, -0.1], [0.1, 0.0, 0.0], [0.0, 0.0, 0.0], [0.0, 0.0, 0.0], [0.0, 0.0, 0.0], [0.0, 0.1, -0.1], [0.0, 0.0, 0.0], [0.0, 0.0, 0.0], [0.0, 0.0, 0.0], [0.0, 0.0, 0.0], [0.0, 0.0, 0.0], [0.0, 0.0, 0.0], [0.0, 0.0, 0.0], [-0.1, 0.0, 0.0], [0.0, 0.0, 0.0], [0.0, 0.0, 0.0], [0.0, 0.0, 0.1], [0.0, 0.0, 0.0], [0.0, 0.0, 0.0], [0.0, 0.0, 0.0], [0.0, 0.0, -0.1], [-0.1, 0.0, 0.0], [0.1, -0.1, 0.0], [-0.2, 0.0, 0.1], [-0.1, 0.1, 0.0], [0.2, -0.3, 0.1], [-0.2, 0.4, 0.3], [-0.2, 0.2, 0.1], [0.1, 0.1, 0.4], [-0.2, 0.0, 0.0], [-0.1, 0.0, -0.2], [-0.1, -0.1, 0.0], [0.0, 0.0, 0.0], [0.0, 0.0, 0.0], [0.0, -0.1, 0.0], [0.0, 0.0, 0.0], [0.0, 0.0, 0.0], [0.1, 0.0, 0.0], [0.1, 0.0, -0.1], [0.0, 0.0, 0.0], [0.0, 0.0, 0.0], [0.1, 0.0, 0.0], [0.0, 0.0, 0.0], [0.0, 0.0, 0.0], [0.0, 0.0, 0.0], [0.0, 0.0, 0.0], [0.0, 0.0, 0.0], [-0.1, -0.7, 0.4], [0.1, 0.5, -0.1], [0.1, 0.0, 0.0], [-0.2, -0.3, -0.1], [0.0, 0.0, 0.0], [0.0, 0.1, 0.1], [-0.1, -0.1, 0.0], [-0.1, 0.0, 0.0], [0.0, 0.1, -0.2], [0.0, 0.0, 0.0], [0.0, 0.0, 0.0], [0.0, 0.0, 0.0], [-0.1, 0.0, 0.0], [0.0, 0.0, 0.0], [0.1, 0.0, 0.0]],
  "mulliken_charge": [2.4914, -1.0259, -1.0201, 0.1688, -0.0671, -0.1454, -0.1124, -0.7406, -0.7468, 1.3919, -1.2281, 1.0324, -0.6201, 0.2458, -0.3505, -1.2284, -0.6000, -0.3283, 0.2052, -0.7248, -0.8071, -0.1317, -0.7353, -0.7141, 0.3932, 0.3083, 0.3372, 0.4762, 0.4780, 0.6006, 0.6815, 0.6813, 0.4187, 0.5190, 0.3575, 0.4020, 0.3487, 0.3825, 0.3781, 0.4311, 0.3239, 0.4892, -1.0728, 0.8860, -0.9375, -0.4585, -0.9262, 1.1878, 0.2382, -0.2708, 0.0802, -0.8214, -0.9421, -1.3547, 0.4856, 0.2504, 0.0092, 0.4754, 0.4596, 0.3290, 0.1325, 0.2912, 0.4686, 0.2391, 0.4148, 0.3209, 0.3772, 0.3897, 0.3573, -0.5947, 0.7850, -0.6172, -0.7867, -1.1728, 0.2281, 0.5778, -0.3951, -0.5665, 0.3565, 0.4111, 0.4196, 0.0586, 0.2163, 0.2555],
  "homo_lumo_gap_ev": 6.99,
  "charge": 2,
  "molar_mass_g_mol": 829.820,
  "spin_multiplicity": 1,
  "homo_ev": -12.5,
  "lumo_ev": -5.49
}